(1)
Entry from the Open Molecules 2025 dataset: a molecular structure, C34H45N7Tm (wB97M-V/def2-TZVPD).

CARTESIAN COORDINATES (ANGSTROEM)
Tm  0.35722  0.01282  0.68853
N  4.79153  0.75634  3.04861
N  -1.26525  2.20903  1.21982
C  -0.42851  -2.60753  -0.02579
C  0.02670  -2.50168  1.32490
C  1.45986  -2.50973  1.29054
C  2.34009  -2.65202  2.42301
H  1.84436  -2.62645  3.39067
H  3.07259  -1.39837  2.51234
H  3.16544  -3.37379  2.32787
C  1.87353  -2.50992  -0.07241
C  3.29503  -2.57631  -0.48979
H  3.75415  -3.55285  -0.26420
H  3.90250  -1.82365  0.03481
H  3.41409  -2.40056  -1.56480
C  0.72017  -2.65739  -0.87484
C  0.71691  -2.99606  -2.31861
H  1.68457  -2.78921  -2.79072
H  -0.04539  -2.42712  -2.86442
H  0.51046  -4.06369  -2.49886
C  -0.78328  -2.54469  2.57046
H  -0.95543  -3.57100  2.93683
H  -1.77334  -2.09317  2.41763
H  -0.29198  -1.99680  3.38748
C  -1.82725  -2.87551  -0.44149
H  -2.02496  -2.44375  -1.42993
H  -2.53873  -2.41302  0.25215
H  -2.09728  -3.94657  -0.50053
C  5.50724  1.74505  2.56602
H  6.58663  1.47933  2.50152
C  4.93616  2.98161  2.17774
H  5.66687  3.72325  1.88283
C  3.54539  3.17143  2.12695
H  3.16569  4.16982  1.89829
C  2.76056  2.07416  2.41103
H  1.65282  2.15630  2.41543
C  3.46610  0.83674  2.76320
C  2.68598  -0.31233  2.96415
H  1.62851  -0.01396  2.84776
C  -1.92485  1.25967  0.56669
C  -1.76565  2.10269  2.52650
H  -1.21515  2.33255  3.42154
C  -3.07329  1.79105  2.42074
H  -3.89136  1.96660  3.10278
N  -3.19530  1.25260  1.12054
C  -4.15577  0.47596  0.49959
C  -4.96983  -0.35516  1.28900
C  -5.92759  -1.09591  0.58484
H  -6.67291  -1.66543  1.13510
C  -5.91509  -1.09323  -0.81783
C  -7.04030  -1.76869  -1.55615
H  -6.66298  -2.20648  -2.49999
H  -7.82842  -1.03034  -1.81602
H  -7.49313  -2.55442  -0.92322
C  -4.90369  -0.46399  -1.56166
H  -4.88386  -0.55965  -2.64866
C  -3.96280  0.31789  -0.89904
C  -2.85383  0.92788  -1.67885
H  -2.38852  1.81342  -1.22708
H  -3.21949  1.25157  -2.66190
H  -2.04930  0.22160  -1.92811
C  -4.78120  -0.51142  2.75169
H  -4.82996  0.42815  3.29603
H  -3.83657  -0.99844  3.01748
H  -5.57481  -1.13331  3.15979
C  1.53992  0.40734  -2.61535
N  1.60848  0.92600  -1.18063
C  0.98040  2.32631  -1.19353
N  1.61712  3.23664  -2.16323
C  1.50069  2.63849  -3.52097
N  2.16222  1.32001  -3.58527
C  3.59064  1.50462  -3.24831
N  3.73580  2.04125  -1.87071
C  3.09887  1.12510  -0.91746
C  3.06018  3.36113  -1.83991
H  2.07024  -0.55241  -2.64710
H  0.48457  0.26581  -2.88455
H  1.08095  2.75117  -0.18061
H  -0.08006  2.21336  -1.46734
H  1.98428  3.31168  -4.24385
H  0.43571  2.51725  -3.76851
H  4.10921  0.53757  -3.31527
H  4.03337  2.22555  -3.95214
H  3.20878  1.53979  0.09353
H  3.59110  0.14479  -0.97859
H  3.53175  4.00632  -2.59867
H  3.17169  3.80831  -0.83952

Atoms 1-3, force components in eV/Å:
0.100 -0.540 0.140
0.191 -0.318 -1.249
3.936 -3.203 2.136

Charge ... -1
<S²> ... 2.02
Multiplicity ... 3

Löwdin atomic charge list, values in e, 4 entries: 1.13, 0.05, -0.04, -0.30

***

(2)
Entry from the Open Molecules 2025 dataset: a molecular structure, C34H46CdN3O6P2Se (wB97M-V/def2-TZVPD).

CARTESIAN COORDINATES (ANGSTROEM)
Cd  -1.51932  1.05916  -1.54992
C  4.16065  -1.41688  3.00826
C  3.26799  -0.75091  1.98004
C  2.93548  0.68484  2.32447
O  2.05570  -1.54078  1.92593
P  1.15079  -1.48867  0.59555
O  1.53228  -0.42261  -0.32979
C  -0.51071  -1.45697  1.24791
P  -1.00650  0.06795  2.04658
O  -0.83204  1.24756  1.19199
O  -2.48596  -0.21580  2.55200
C  -3.55323  -0.25670  1.54137
C  -4.19235  1.11047  1.46439
C  -4.50079  -1.35650  1.95982
O  -0.19949  0.22155  3.40633
C  -0.37152  -0.40471  4.68832
C  -0.52012  -1.91116  4.58978
C  -1.50336  0.25444  5.45431
O  1.36442  -2.90166  -0.09844
C  0.92421  -4.23157  0.23628
C  -0.55319  -4.42313  -0.08184
C  1.28893  -4.61324  1.66135
H  5.10728  -0.87933  3.08890
H  4.36966  -2.45076  2.73154
H  3.67537  -1.41020  3.98664
H  3.73131  -0.78808  0.99119
H  2.45649  0.73917  3.30394
H  2.25825  1.10504  1.57942
H  3.84841  1.28372  2.34026
H  -0.67094  -2.30352  1.91313
H  -1.16023  -1.54940  0.34276
H  -3.11542  -0.51555  0.56922
H  -4.62997  1.38730  2.42727
H  -4.97966  1.10191  0.70831
H  -3.45239  1.85724  1.17659
H  -4.92567  -1.14900  2.94534
H  -3.98381  -2.31694  1.98721
H  -5.31021  -1.43403  1.23324
H  0.57248  -0.18452  5.19388
H  -1.45702  -2.17838  4.09661
H  -0.52913  -2.33891  5.59392
H  0.31928  -2.33985  4.04047
H  -2.46335  0.02215  4.99558
H  -1.37168  1.33623  5.46011
H  -1.50395  -0.10317  6.48621
H  1.50402  -4.85105  -0.45025
H  -1.19813  -4.07688  0.72534
H  -0.75280  -5.48661  -0.23409
H  -0.81919  -3.87220  -0.98561
H  0.72393  -4.02315  2.38397
H  2.35171  -4.45498  1.84737
H  1.05441  -5.66578  1.82839
C  3.99753  -1.90698  -3.62235
C  2.82101  -2.20945  -2.95847
C  1.63990  -1.63945  -3.40692
C  1.69567  -0.76230  -4.48476
N  2.82492  -0.46419  -5.13275
C  3.94219  -1.03893  -4.70873
C  0.44571  -0.06175  -4.89210
C  -0.70199  -0.77856  -5.19832
C  -1.86775  -0.09142  -5.46650
C  -1.85233  1.28564  -5.40386
C  -0.66159  1.91775  -5.07273
N  0.47996  1.27617  -4.83329
H  4.94775  -2.32077  -3.30763
H  2.81242  -2.84415  -2.08141
H  0.69559  -1.80690  -2.89913
H  4.84669  -0.79203  -5.25658
H  -0.68303  -1.85993  -5.17888
H  -2.78413  -0.62817  -5.67443
H  -2.75076  1.86828  -5.55909
H  -0.62793  2.99687  -4.96193
C  2.99146  2.52917  -1.41423
C  2.81983  3.71667  -0.72368
C  1.54488  4.22467  -0.55386
C  0.45442  3.53261  -1.08936
N  0.63175  2.36532  -1.71715
C  1.85950  1.88051  -1.87498
C  -0.94200  4.04083  -0.99719
C  -1.15885  5.39652  -0.73569
C  -2.44519  5.90344  -0.63417
C  -3.52351  5.04997  -0.80590
C  -3.29630  3.70748  -1.08910
C  -2.01728  3.16061  -1.19392
H  3.96960  2.09599  -1.57460
H  3.67269  4.24420  -0.31183
H  1.39798  5.13575  0.00726
H  1.93387  0.92880  -2.38154
H  -0.32527  6.08036  -0.62771
H  -2.60147  6.95689  -0.43274
H  -4.53640  5.43177  -0.73251
H  -4.15962  3.06343  -1.23457
Se  -2.07082  -1.29987  -1.90419

Atoms 1-3, force components in eV/Å:
-0.141 0.106 0.013
0.013 0.015 -0.037
0.068 -0.051 -0.008

Charge ... -1

Löwdin atomic charge list, values in e, 4 entries: 1.04, -0.05, -0.45, -0.04

***

The following strongest force on any atom values (in eV/Å) correspond, in order, to the records above: 5.51, 0.34.
The following energy above the lowest of the compared OMol25 structures with the same formula, charge and spin values (in kcal/mol) correspond, in order, to the records above: 66.1, 0.0.
The following calculated total energy values (in hartree) correspond, in order, to the records above: -2790.82322, -5191.07989.